Here is a molecular structure, C21H29AsBN2O10SSc in a non-equilibrium geometry from the OMol25 dataset. Energies are from the ωB97M-V functional and the def2-TZVPD basis.

Values from the calculation:
* maximum force: 1.69 eV/Å
* HOMO: -0.88 eV
* E_LUMO: 4.02 eV
* net charge: -2
* calculated total energy: -5099.3092 a.u.

CARTESIAN COORDINATES (ANGSTROEM)
Sc: -0.41 1.19 -1.27
O: -0.74 -0.21 -2.53
As: 2.07 1.27 -2.79
O: 3.73 1.44 -2.72
O: 1.48 1.19 -1.07
C: 1.50 3.28 -3.36
C: 2.32 3.61 -4.43
C: 2.11 4.74 -5.22
C: 1.05 5.59 -4.96
C: 0.20 5.31 -3.90
C: 0.43 4.17 -3.11
S: -0.81 3.83 -1.86
O: -1.56 2.62 -2.35
O: -1.62 5.01 -1.73
O: -0.15 3.39 -0.63
H: -1.11 -1.07 -2.33
H: 3.17 2.96 -4.63
H: 2.78 4.94 -6.05
H: 0.88 6.48 -5.57
H: -0.63 5.96 -3.67
C: 2.36 0.22 4.16
N: 2.29 0.56 2.76
C: 1.85 -0.57 1.96
C: 1.55 1.80 2.48
C: 0.13 1.84 3.06
C: -0.08 2.28 4.36
C: -1.34 2.26 4.94
C: -2.42 1.79 4.20
C: -2.24 1.36 2.88
C: -0.97 1.40 2.34
H: 3.07 -0.61 4.29
H: 1.39 -0.09 4.59
H: 2.73 1.07 4.74
H: 2.55 -1.40 2.10
H: 1.84 -0.30 0.91
H: 0.84 -0.93 2.24
H: 1.53 1.95 1.41
H: 2.11 2.63 2.92
H: 0.77 2.65 4.92
H: -1.48 2.59 5.97
H: -3.41 1.75 4.63
H: -3.06 1.01 2.27
O: -1.89 -0.92 0.97
N: -1.82 0.38 0.30
O: -0.74 1.01 1.06
C: -2.80 -4.57 -1.20
C: -1.46 -3.86 -1.12
C: -0.66 -4.06 -2.38
O: -1.73 -2.45 -0.97
B: -1.63 -2.12 0.38
O: -1.27 -3.24 1.13
C: -0.68 -4.17 0.19
C: 0.80 -3.82 0.08
C: -0.86 -5.58 0.71
H: -3.37 -4.13 -2.02
H: -3.37 -4.44 -0.28
H: -2.67 -5.64 -1.40
H: -1.30 -3.95 -3.26
H: -0.22 -5.07 -2.41
H: 0.14 -3.32 -2.46
H: 0.95 -2.82 -0.32
H: 1.33 -4.53 -0.56
H: 1.24 -3.85 1.08
H: -1.91 -5.80 0.92
H: -0.30 -5.69 1.64
H: -0.48 -6.32 -0.01